{
  "formula": "C4H10N2O",
  "method": "ωB97M-V/def2-TZVPD",
  "spin_multiplicity": 1,
  "charge": 0,
  "largest_force_ha_per_bohr": 0.0476,
  "de_lowest_kcal_mol": 114.21,
  "homo_energy_ev": [-6.8, -7.7],
  "elements": ["C", "C", "C", "C", "N", "O", "N", "H", "H", "H", "H", "H", "H", "H", "H", "H", "H"],
  "coordinates": [[0.9663, 0.3407, -0.5640], [-1.3921, -1.2248, -0.9495], [-1.4063, 1.1433, 0.9129], [0.8585, -1.0052, -0.1022], [1.9774, 1.0735, -0.0817], [-0.2284, -1.7443, -0.4718], [1.7796, -1.4647, 0.6788], [0.3156, 0.7680, -1.3054], [2.5865, 0.5738, 0.5566], [2.2474, 1.9463, -0.5011], [1.5712, -2.3996, 1.0130], [-2.1477, -1.9916, -1.0531], [-1.3725, -0.4997, -1.7514], [-1.5971, 0.1825, 0.2433], [-1.2846, 2.0272, 0.2916], [-2.3126, 1.2564, 1.5024], [-0.5612, 1.0181, 1.5816]],
  "atomic_forces_ev_per_a": [[-0.1469, -0.7451, -0.5032], [0.0276, -0.6659, -0.7048], [-0.8979, -1.4010, -0.7222], [0.5614, 0.9922, 0.1870], [0.3782, 0.2733, 0.2624], [-0.2963, -0.6071, 0.1763], [-0.4498, -0.0471, -0.2396], [-0.0443, 0.0391, 0.0265], [0.1004, 0.2262, -0.1327], [0.0103, -0.1585, 0.1352], [-0.0706, -0.0513, -0.0701], [-0.0042, -0.0407, 0.2169], [0.2609, 0.2404, 0.0035], [0.4704, 1.9547, 1.3940], [0.0869, -0.0299, -0.0808], [-0.0854, 0.1109, 0.1280], [0.0992, -0.0901, -0.0763]]
}